Entry 1:
A structure of composition C27H72N9Na2O14Pb. Source: OMol25; level of theory: ωB97M-V/def2-TZVPD.

The charge is +3. The HOMO energy comes out at -12.76 eV.

```
125
Properties=species:S:1:pos:R:3:lowdin_charge:R:1
Na -4.6210 -0.3994 -0.7195 0.79
Na -2.9033 2.5303 0.2017 0.71
Pb 0.5121 3.8554 1.4244 1.74
N -0.7193 0.3146 0.1868 -0.51
O -1.7788 0.2130 -0.3969 -0.02
O -0.0479 -0.6528 0.5971 0.01
O -0.3848 1.4549 0.5826 -0.19
C -0.1107 -0.6287 -9.5839 -0.09
O -0.3204 0.1612 -8.4312 -0.18
C -1.5198 -0.0107 -7.7980 -0.24
C -1.5404 0.6813 -6.3714 -0.20
N -0.6777 0.1085 -5.3755 -0.07
C -0.9615 -1.2920 -4.9732 -0.17
C -0.4550 -1.7349 -3.5638 -0.22
O 0.9415 -1.7580 -3.5572 -0.16
C 1.6130 -2.2542 -2.4025 -0.09
H -0.8818 -0.4594 -10.3354 0.09
H -0.0196 -1.7080 -9.4616 0.09
H 0.8467 -0.3287 -10.0097 0.09
H -1.7448 -1.0730 -7.7025 0.11
H -2.2633 0.4198 -8.4688 0.12
H -2.5575 0.7507 -5.9854 0.09
H -1.2576 1.7317 -6.4401 0.11
H 0.2656 0.0924 -5.7361 0.11
H -0.6974 -1.9811 -5.7753 0.12
H -2.0497 -1.3548 -4.9794 0.11
H -0.9288 -2.6877 -3.3277 0.10
H -0.7772 -1.0054 -2.8207 0.09
H 2.2056 -3.1649 -2.4893 0.09
H 0.8683 -2.4620 -1.6342 0.05
H 2.1780 -1.4576 -1.9186 0.07
C -5.1472 4.4128 9.2406 -0.11
O -3.9161 4.0299 8.6287 -0.16
C -4.1520 2.8570 7.8558 -0.25
C -2.8825 2.3809 7.2112 -0.21
N -3.0081 1.1411 6.4051 -0.05
C -1.6972 0.5964 6.1448 -0.25
C -1.7615 -0.6136 5.2209 -0.20
O -1.9418 -0.1131 3.8851 -0.21
C -2.0779 -1.2186 2.9812 -0.11
H -5.9045 4.6659 8.4987 0.08
H -4.9569 5.3804 9.7051 0.09
H -5.6700 3.7158 9.8956 0.09
H -4.8934 3.0233 7.0743 0.12
H -4.4930 2.0421 8.4943 0.13
H -2.2457 2.0743 8.0410 0.12
H -2.3545 3.1728 6.6801 0.12
H -3.3363 0.4199 7.0315 0.11
H -1.2985 0.1632 7.0621 0.12
H -0.9340 1.3032 5.8192 0.10
H -2.7254 -1.0955 5.3844 0.13
H -0.9153 -1.2756 5.4047 0.12
H -2.4636 -0.8701 2.0231 0.06
H -2.7944 -1.9455 3.3637 0.10
H -1.1823 -1.8275 2.8583 0.07
C 3.0248 1.0683 0.4070 -0.02
O 2.6244 2.4962 0.4370 -0.32
C 3.5067 3.3204 -0.3087 -0.19
C 3.2817 4.8829 -0.3565 -0.16
N 1.8433 5.1203 -0.5551 -0.18
C 1.6042 6.5618 -0.7375 -0.16
C 2.0452 7.0810 -2.1788 -0.18
O 3.4507 7.1221 -2.3113 -0.23
C 3.9748 7.5743 -3.5625 -0.06
H 4.0083 0.8121 0.8009 0.11
H 2.9701 0.5623 -0.5569 0.09
H 2.2364 0.5777 0.9778 0.05
H 3.5301 2.9368 -1.3287 0.14
H 4.5620 3.2866 -0.0378 0.14
H 3.8589 5.2203 -1.2174 0.13
H 3.5905 5.4950 0.4910 0.14
H 1.6964 4.5798 -1.3955 0.12
H 1.9194 7.1129 0.1485 0.13
H 0.5533 6.8510 -0.7474 0.11
H 1.7239 8.1081 -2.3522 0.13
H 1.6099 6.4691 -2.9688 0.12
H 5.0378 7.3442 -3.6355 0.10
H 3.6577 8.5978 -3.7625 0.10
H 3.5233 6.9909 -4.3648 0.09
C 2.8895 -2.4957 1.3304 -0.13
O 2.9391 -3.8953 1.3713 -0.20
C 3.4562 -4.5235 0.1600 -0.18
C 3.5792 -6.0624 0.2797 -0.17
N 2.5050 -6.7814 -0.3873 -0.06
C 1.1318 -6.5050 0.0483 -0.19
C 0.1168 -7.2450 -0.8841 -0.17
O 0.1793 -6.7955 -2.2556 -0.19
C -0.2361 -5.3728 -2.5064 -0.06
H 2.5079 -2.2318 2.3167 0.08
H 2.1224 -2.2284 0.6036 0.05
H 3.8857 -2.0922 1.1488 0.10
H 4.4184 -4.1468 -0.1872 0.11
H 2.8794 -4.1539 -0.6878 0.09
H 3.6446 -6.2273 1.3552 0.12
H 4.5865 -6.3116 -0.0540 0.12
H 2.5373 -6.7784 -1.3967 0.11
H 1.0252 -5.4267 -0.0703 0.06
H 0.9166 -6.8949 1.0432 0.13
H -0.9276 -7.1067 -0.6044 0.11
H 0.3583 -8.3079 -0.8797 0.13
H -0.0149 -4.9085 -3.4674 0.08
H 0.1828 -4.6741 -1.7822 0.04
H -1.3053 -5.3164 -2.3018 0.08
C 1.2986 1.2032 3.8930 -0.73
O 1.1869 2.2565 3.2872 -0.16
N 1.1114 0.0498 3.3741 0.23
N 1.6499 1.1625 5.1610 0.22
H 0.6445 0.0889 2.4794 0.07
H 1.1298 -0.8539 3.8248 0.14
H 1.6877 0.3156 5.7100 0.14
H 1.8963 2.0305 5.6148 0.14
C -1.4567 -3.8954 0.6114 -0.78
O -1.9323 -4.9676 0.7336 0.12
N -1.7351 -2.9810 -0.2687 0.17
N -0.3043 -3.4699 1.1320 0.16
H -2.5865 -3.0154 -0.8110 0.11
H -1.2702 -2.0923 -0.1496 0.04
H 0.2186 -4.0713 1.7524 0.12
H 0.1388 -2.6201 0.8131 0.04
C -3.3905 1.3786 -3.0700 -0.15
O -4.4363 1.6307 -2.2167 -0.14
H -3.4518 2.0042 -3.9605 0.11
H -2.4611 1.6932 -2.5953 0.08
H -3.4086 0.3084 -3.2763 0.10
H -5.2013 1.8352 -2.7595 0.12
```

Entry 2:
A structure of composition C30H76N4NiO18P2Zn. Source: OMol25; level of theory: ωB97M-V/def2-TZVPD.

The charge is -2. Its spin multiplicity is 3. The HOMO energy (spin up / spin down) comes out at -2.14 / -2.14 eV.

```
132
Properties=species:S:1:pos:R:3:mulliken_spin:R:1
Ni -1.0213 -0.6255 3.1147 1.69
Zn 0.2068 0.0439 -0.5719 0.02
P 1.9010 1.5294 -1.6650 0.00
O 1.2821 1.4822 -0.0969 0.00
O 1.1777 0.2983 -2.1711 0.00
O 3.5541 1.4290 -1.5559 0.00
O 1.5299 2.9003 -2.2902 0.00
P -2.3427 -0.0363 1.2887 -0.03
O -2.7869 -1.2548 2.2971 0.10
O -0.8823 -0.5888 0.8939 0.04
O -2.0922 1.0979 2.3947 0.06
O -3.3056 0.1668 0.1515 0.00
C -5.0153 2.9983 -2.6141 0.00
O -3.8518 3.3738 -3.4152 0.00
C -2.6702 3.2404 -2.6552 0.00
C -1.4384 3.6931 -3.5012 0.00
N -1.5647 5.1193 -3.7667 0.00
C -0.2255 5.6271 -4.1625 0.00
C 0.7596 5.6796 -2.9775 0.00
O 0.1594 6.4653 -1.8672 0.00
C 0.0434 5.6238 -0.7818 0.00
H -5.1137 3.5833 -1.7292 0.00
H -5.0278 1.9232 -2.3268 0.00
H -5.8268 3.1681 -3.3555 0.00
H -2.5347 2.1112 -2.4231 0.00
H -2.7407 3.7104 -1.7010 0.00
H -1.5633 3.1443 -4.4575 0.00
H -0.6036 3.3090 -2.9307 0.00
H -1.7386 5.6023 -2.8803 0.00
H -0.3206 6.6363 -4.5543 0.00
H 0.0512 4.9245 -4.9350 0.00
H 1.7647 6.1246 -3.2706 0.00
H 0.8296 4.7208 -2.5398 0.00
H -0.2624 6.2731 -0.0011 0.00
H 0.9583 5.0829 -0.5465 0.00
H -0.7497 4.8489 -0.8169 0.00
C 6.1068 2.2365 -2.9368 0.00
O 7.2094 1.6370 -2.2551 0.00
C 7.1673 1.6037 -0.8955 0.00
C 6.0188 0.9109 -0.0448 0.00
N 5.8265 -0.5009 -0.3679 0.00
C 5.4143 -1.2974 0.7180 0.00
C 5.1125 -2.7471 0.3357 0.00
O 4.3620 -3.3891 1.3636 0.00
C 3.6241 -4.3826 0.7295 0.00
H 6.1681 3.3244 -2.9608 0.00
H 5.1317 1.8968 -2.5405 0.00
H 6.2318 1.9317 -3.9931 0.00
H 7.3435 2.5990 -0.4680 0.00
H 8.1195 1.0755 -0.5878 0.00
H 5.0449 1.4212 -0.1131 0.00
H 6.4338 1.1233 1.0146 0.00
H 4.9939 -0.4267 -0.9939 0.00
H 4.6043 -0.9412 1.3898 0.00
H 6.2559 -1.5596 1.3971 0.00
H 6.0743 -3.2847 0.2273 0.00
H 4.5583 -2.7525 -0.5692 0.00
H 4.3698 -5.1375 0.4329 0.00
H 3.0875 -4.0486 -0.1610 0.00
H 2.8811 -4.7169 1.4841 0.00
C 0.8898 -1.9688 -5.1706 0.00
O -0.0662 -2.4772 -4.1717 0.00
C -0.8933 -1.4011 -3.6309 0.00
C -1.2900 -1.9450 -2.1389 0.01
N -0.0570 -2.0793 -1.2775 -0.01
C -0.3504 -3.1542 -0.2975 0.00
C -0.3094 -4.5539 -0.9108 0.00
O 1.0045 -4.9764 -1.2085 0.00
C 1.1299 -5.5877 -2.4718 0.00
H 1.3478 -2.8384 -5.6014 0.00
H 1.7136 -1.4685 -4.6914 0.00
H 0.4161 -1.3193 -5.9212 0.00
H -1.7452 -1.3748 -4.2666 0.00
H -0.2438 -0.5300 -3.5743 0.00
H -1.7997 -2.9090 -2.2497 0.00
H -2.0213 -1.4703 -1.5533 0.00
H 0.7599 -2.1845 -1.8458 0.00
H -1.3054 -2.9428 0.1191 0.00
H 0.3597 -3.0171 0.5192 0.00
H -1.0136 -4.6664 -1.7920 0.00
H -0.6047 -5.1298 -0.0582 0.00
H 0.6550 -6.6039 -2.4673 0.00
H 2.2582 -5.6209 -2.6839 0.00
H 0.6617 -4.8674 -3.1680 0.00
C -3.2399 -0.3393 5.4205 0.00
O -1.9793 -0.9676 5.1166 0.03
C -2.1989 -2.3498 4.9331 0.00
C -0.8913 -3.0101 4.5297 0.00
N -0.2964 -2.4287 3.2898 0.06
C 1.1556 -2.4394 3.1812 0.00
C 1.6440 -1.0891 2.5413 0.00
O 0.9068 -0.0481 3.1852 0.03
C 1.1761 1.2792 2.5956 -0.01
H -3.7409 -1.0092 6.2512 0.00
H -3.9686 -0.2778 4.6279 0.00
H -2.9291 0.5908 5.8239 0.00
H -2.9281 -2.5112 4.1683 0.00
H -2.5798 -2.7867 5.8988 0.00
H -1.0103 -4.0857 4.5231 0.00
H -0.2817 -2.7942 5.3431 0.00
H -0.7168 -2.8268 2.4435 0.00
H 1.5488 -3.2501 2.5036 0.01
H 1.7310 -2.5546 4.1336 0.00
H 1.4800 -1.0347 1.4622 0.00
H 2.7200 -1.0373 2.8005 0.00
H 2.2669 1.5924 2.5305 0.00
H 0.6431 2.0823 3.0993 0.00
H 0.7107 1.2612 1.6366 0.00
C -4.5737 -4.9386 -0.4384 0.00
C -4.1510 -3.5301 -0.0428 0.00
C -5.1538 -2.4509 -0.4187 0.00
O -3.8014 -3.6753 1.3228 0.00
H -4.5536 -5.0795 -1.5167 0.00
H -5.5460 -5.2402 -0.2168 0.00
H -3.8614 -5.6880 -0.0533 0.00
H -3.2346 -3.2902 -0.6327 0.00
H -4.8958 -1.4056 0.0532 0.00
H -6.1219 -2.6543 -0.0362 0.00
H -5.1873 -2.3838 -1.4808 0.00
H -3.5825 -2.8345 1.6493 0.00
C -1.6758 3.8540 4.6535 0.00
C -2.7282 4.3246 3.6945 0.00
C -2.1501 4.9203 2.4622 0.00
O -3.5913 3.2138 3.3563 0.00
H -1.1729 4.6460 5.2107 0.00
H -1.0224 3.1341 4.1818 0.00
H -2.1664 3.1743 5.3938 0.00
H -3.3272 5.1322 4.1979 0.00
H -2.8232 5.5575 1.9275 0.00
H -1.8018 4.1846 1.7582 0.00
H -1.3143 5.5883 2.7476 0.00
H -2.9607 2.5610 2.9161 -0.01
```

Entry 3:
A structure of composition C10H24CuN4O2P2. Source: OMol25; level of theory: ωB97M-V/def2-TZVPD.

The charge is +1. The energy above the lowest of the compared OMol25 structures with the same formula, charge and spin comes out at 0.0000 eV. Its spin multiplicity is 3. The HOMO energy (spin up / spin down) comes out at -10.14 / -10.09 eV.

```
43
Properties=species:S:1:pos:R:3:mulliken_spin:R:1
Cu 0.1360 0.1630 1.0633 0.41
P -1.9172 -0.6296 1.0254 0.18
P -0.4819 2.2411 0.8226 0.14
N 0.6323 -1.6112 0.0747 0.12
N 1.6784 0.6775 -0.1464 0.57
H 2.1272 -2.4299 -1.2104 0.01
H 3.5878 -0.2388 -0.3151 0.03
H 2.6300 -2.1997 0.5224 0.00
C 2.0478 -1.7643 -0.3226 0.01
H 2.5440 -0.3113 -1.8037 0.03
C 2.5630 -0.3657 -0.6948 -0.06
H 0.0232 -3.5963 0.1226 0.01
H 2.6718 2.2360 -1.1406 0.02
C -0.2426 -2.5321 -0.0029 0.00
C 1.8057 1.9352 -0.5261 -0.07
C -1.6651 -2.0750 -0.1231 -0.01
C 0.8537 2.8866 -0.1567 0.49
H -2.4690 -2.8520 -0.0623 0.01
H 0.9437 3.9330 -0.4489 0.01
H -1.6447 2.6224 0.0839 0.03
H -0.5040 3.0958 1.9683 0.03
H -3.0391 0.0773 0.4540 0.01
H -2.4683 -1.1449 2.2601 0.03
H 0.1077 0.2853 -2.1730 -0.01
C -0.8999 0.2240 -2.6596 0.01
C -1.5101 1.5961 -2.9193 0.01
C -0.7596 -0.4928 -4.0004 0.00
O -1.9422 -0.3153 -1.8179 0.01
H -1.0428 2.1032 -3.7618 0.00
H -2.5733 1.4453 -3.1459 0.00
H -1.4329 2.2274 -2.0368 0.00
H -0.0556 -1.3327 -3.9718 0.00
H -1.7429 -0.8270 -4.3577 0.00
H -0.3699 0.2281 -4.7294 0.00
H -1.7136 -1.2380 -1.1845 0.01
N 1.3518 -0.8135 4.9826 0.00
C 0.6607 -0.3338 3.9189 0.00
N -0.4739 0.3761 4.2356 0.00
O 1.0714 -0.5265 2.7443 0.00
H 1.0112 -0.7406 5.9280 0.00
H 2.1481 -1.4245 4.7695 0.00
H -0.9481 0.9202 3.5207 0.00
H -0.6987 0.5220 5.2147 0.00
```

Entry 4:
A cluster of 2 separate species, C2H2ClO2S in total. Source: OMol25; level of theory: ωB97M-V/def2-TZVPD.

The charge is -1. The energy above the lowest of the compared OMol25 structures with the same formula, charge and spin comes out at 1.3970 eV. The HOMO energy comes out at -2.55 eV.

```
8
Properties=species:S:1:pos:R:3:lowdin_charge:R:1
C -0.6885 -0.9917 -0.1521 -0.05
C -1.1620 -0.3801 -1.1706 -0.34
O -1.5319 0.1866 -2.1356 0.08
O 1.2351 0.9882 2.3184 -0.81
S 1.8360 0.5777 1.0027 0.25
Cl 1.2458 1.9961 -0.5348 -0.09
H 0.2567 -0.6107 0.2858 -0.08
H -1.1913 -1.7661 0.3862 0.05
```

Entry 5:
A cluster of 8 separate species, C8H16Cl16 in total. Source: OMol25; level of theory: ωB97M-V/def2-TZVPD.

The energy above the lowest of the compared OMol25 structures with the same formula, charge and spin comes out at 1.7169 eV. Its structure (SMILES) is ClCCl.ClCCl.ClCCl.ClCCl.ClCCl.ClCCl.ClCCl.ClCCl. The HOMO energy comes out at -10.87 eV.

```
40
Properties=species:S:1:pos:R:3:lowdin_charge:R:1
Cl 2.3460 13.3702 -7.8260 0.51
C 1.0476 12.6199 -8.7419 -1.01
Cl -0.5588 13.4344 -8.5243 0.45
H 1.2788 12.7061 -9.8036 0.02
H 1.0115 11.5595 -8.4923 0.03
Cl -5.2125 17.7527 -12.1899 0.51
C -4.6327 16.1240 -12.3629 -1.02
Cl -4.5004 15.6725 -14.1175 0.45
H -3.6467 16.1318 -11.8984 0.02
H -5.2979 15.4230 -11.8588 0.03
Cl -11.0489 22.9346 -11.8878 0.46
C -9.6228 22.0548 -11.1975 -1.06
Cl -9.9680 21.2341 -9.7355 0.55
H -9.3412 21.3246 -11.9562 0.02
H -8.7304 22.6731 -11.0994 0.03
Cl -7.9657 18.8308 -17.6335 0.50
C -6.5892 19.9148 -17.7351 -0.98
Cl -5.9845 19.9303 -19.4610 0.43
H -6.8865 20.9553 -17.6040 0.02
H -5.8166 19.5521 -17.0573 0.03
Cl -0.2880 17.9337 -17.5966 0.52
C 0.5750 16.4453 -17.4127 -1.04
Cl 2.2780 16.8218 -16.9593 0.46
H 0.1050 15.7912 -16.6782 0.03
H 0.5264 15.9426 -18.3787 0.03
Cl -5.8977 10.0844 -18.5592 0.52
C -5.3008 11.5888 -19.1918 -1.07
Cl -3.5666 11.4758 -19.0429 0.49
H -5.5290 11.7086 -20.2509 0.03
H -5.5664 12.5258 -18.7024 0.03
Cl 1.9532 17.3304 -11.5247 0.48
C 3.4754 18.2223 -11.2480 -0.93
Cl 4.9394 17.0906 -10.8992 0.41
H 3.6122 18.9226 -12.0720 0.03
H 3.3959 18.9040 -10.4012 0.02
Cl -6.9696 15.0028 -6.7001 0.52
C -6.0609 14.6010 -5.2643 -1.06
Cl -7.0088 13.6525 -4.1179 0.50
H -5.2043 13.9957 -5.5609 0.02
H -5.7742 15.4763 -4.6813 0.03
```

Entry 6:
A structure of composition C3H8ClN. Source: OMol25; level of theory: ωB97M-V/def2-TZVPD.

The energy above the lowest of the compared OMol25 structures with the same formula, charge and spin comes out at 8.0357 eV. The HOMO energy comes out at -9.11 eV.

```
13
Properties=species:S:1:pos:R:3:lowdin_charge:R:1
C 0.5742 -0.5151 1.2102 -0.11
C 0.4812 -0.2236 -0.3403 -0.68
C -0.8506 -0.1421 -0.8244 -0.71
H -0.6280 -1.0364 1.4968 0.15
H 1.5174 -1.2154 1.6676 0.14
H 0.3980 0.5312 1.7994 0.07
H 0.9156 -0.9429 -0.8411 0.07
H 1.1160 1.2823 1.0423 0.20
H -0.1062 1.8902 -1.2931 0.25
H -1.6079 0.5187 -0.2283 0.11
H -0.9802 0.2409 -1.8664 0.03
N 1.0566 1.0884 -0.4141 -0.05
Cl -1.8861 -1.4761 -1.4085 0.53
```

Entry 7:
A cluster of 2 separate species, C3H4FN in total. Source: OMol25; level of theory: ωB97M-V/def2-TZVPD.

The energy above the lowest of the compared OMol25 structures with the same formula, charge and spin comes out at 1.8676 eV. Its structure (SMILES) is N#CF.C=C. The HOMO energy comes out at -9.69 eV.

```
9
Properties=species:S:1:pos:R:3:lowdin_charge:R:1
N 0.0238 1.7115 -0.5558 0.19
C 0.6562 2.1763 0.2661 -0.32
F 1.3052 2.7431 1.1897 0.19
C -0.8563 -1.2196 0.2382 -0.09
C 0.1865 -0.9854 -0.5381 -0.13
H -0.7292 -1.5832 1.2412 0.04
H -1.8664 -1.1065 -0.1138 0.04
H 1.1989 -1.0912 -0.1744 0.05
H 0.0814 -0.6451 -1.5531 0.04
```